1.
{"formula": "C12H5NO5Yb", "method": "ωB97M-V with the def2-TZVPD basis set", "elements": ["O", "C", "Yb", "O", "C", "C", "O", "C", "O", "C", "O", "N", "C", "C", "C", "C", "C", "C", "C", "H", "H", "H", "H", "H"], "positions_angstrom": [[-2.590, 1.433, -5.258], [-2.510, 1.858, -4.201], [-1.251, 2.338, 0.621], [-3.312, 4.626, -1.255], [-2.630, 3.841, -0.758], [-1.321, 3.573, 2.811], [-1.334, 4.109, 3.827], [-0.147, 3.814, -0.941], [0.352, 4.565, -1.673], [-3.507, 1.677, 0.150], [-4.621, 1.431, -0.073], [-0.273, 0.449, 0.067], [0.383, -0.518, 0.230], [1.169, -1.670, 0.398], [1.879, -1.880, 1.596], [2.643, -3.030, 1.759], [2.716, -3.979, 0.733], [2.024, -3.775, -0.463], [1.248, -2.627, -0.649], [1.819, -1.144, 2.394], [3.173, -3.190, 2.688], [3.301, -4.889, 0.859], [2.083, -4.531, -1.263], [0.706, -2.482, -1.598]], "relative_energy_kcal_mol": 32.82, "multiplicity": 2, "charge": 3, "homo_lumo_gap_ha": [0.179, 0.151], "e_homo_ev": [-18.51, -18.51]}

=====

2.
{"formula": "C12H7ClF6N4S", "method": "ωB97M-V with the def2-TZVPD basis set", "elements": ["C", "N", "C", "S", "C", "N", "C", "F", "F", "F", "C", "N", "C", "F", "F", "F", "N", "C", "C", "C", "C", "Cl", "C", "C", "H", "H", "H", "H", "H", "H", "H"], "positions_angstrom": [[0.348, -3.908, -1.297], [-0.121, -2.678, -0.673], [0.693, -1.700, -0.402], [2.428, -1.752, -0.704], [2.558, -0.093, -0.307], [3.675, 0.493, -0.729], [3.971, 1.918, -0.464], [5.063, 2.193, -1.165], [4.188, 2.115, 0.840], [2.971, 2.709, -0.914], [1.334, 0.392, 0.387], [1.403, 1.511, 1.098], [0.299, 2.058, 1.899], [-0.552, 2.744, 1.094], [0.826, 2.949, 2.752], [-0.347, 1.110, 2.650], [0.256, -0.466, 0.140], [-1.077, -0.090, 0.116], [-2.036, -0.748, 0.920], [-3.407, -0.400, 0.887], [-3.864, 0.528, -0.015], [-5.577, 0.905, -0.007], [-2.941, 1.119, -0.905], [-1.557, 0.841, -0.841], [0.772, -4.541, -0.535], [-0.487, -4.405, -1.780], [1.081, -3.674, -2.080], [-1.631, -1.451, 1.604], [-4.091, -0.855, 1.576], [-3.313, 1.799, -1.665], [-0.861, 1.375, -1.483]], "charge": 0, "smiles": "C/N=C1\\SC(=N/C(F)(F)F)/C(=N/C(F)(F)F)N1c1ccc(Cl)cc1", "homo_lumo_gap_ha": 0.300, "e_homo_ev": -9.48}

=====

3.
{"formula": "C12H7F12N4O4S2SbV", "method": "ωB97M-V with the def2-TZVPD basis set", "elements": ["V", "F", "C", "F", "F", "S", "O", "O", "N", "S", "O", "O", "C", "F", "F", "F", "F", "Sb", "F", "F", "F", "F", "F", "N", "C", "C", "C", "C", "C", "C", "C", "N", "C", "C", "N", "C", "H", "H", "H", "H", "H", "H", "H"], "positions_angstrom": [[1.835, -0.463, 0.206], [6.016, -2.817, -0.371], [4.878, -2.410, -0.875], [4.652, -2.932, -2.059], [4.842, -1.082, -0.943], [3.503, -2.946, 0.249], [2.294, -2.218, -0.363], [3.379, -4.348, 0.254], [3.906, -2.234, 1.576], [3.072, -1.479, 2.645], [1.750, -1.015, 2.016], [2.952, -2.052, 3.922], [3.966, 0.141, 2.683], [3.254, 1.016, 3.349], [4.039, 0.526, 1.381], [5.163, 0.009, 3.175], [2.083, 0.456, -1.550], [1.824, 2.437, -1.211], [1.520, 1.462, 0.575], [1.432, 4.019, -0.357], [3.611, 2.378, -0.742], [2.055, 2.872, -2.979], [0.000, 2.036, -1.443], [-8.133, 2.935, 0.019], [-7.118, 2.392, -0.097], [-5.888, 1.721, -0.206], [-4.682, 2.400, 0.137], [-3.494, 1.749, 0.039], [-3.473, 0.396, -0.410], [-4.672, -0.281, -0.767], [-5.861, 0.369, -0.659], [-2.272, -0.268, -0.525], [-1.983, -1.390, -1.321], [-0.676, -1.642, -1.157], [-0.142, -0.721, -0.246], [-1.102, 0.075, 0.112], [-4.733, 3.434, 0.451], [-2.569, 2.268, 0.244], [-4.634, -1.314, -1.079], [-6.793, -0.124, -0.899], [-2.716, -1.850, -1.958], [-0.066, -2.398, -1.621], [-1.019, 0.891, 0.809]], "multiplicity": 4, "charge": 2, "homo_lumo_gap_ha": [0.318, 0.218], "e_homo_ev": [-16.99, -17.18]}

=====

4.
{"formula": "C12H8Cl3FeO20", "method": "ωB97M-V with the def2-TZVPD basis set", "elements": ["Fe", "Cl", "O", "O", "O", "O", "Cl", "O", "O", "O", "O", "Cl", "O", "O", "O", "O", "C", "C", "C", "O", "C", "C", "C", "O", "O", "O", "H", "H", "H", "H", "C", "C", "C", "O", "C", "C", "C", "O", "O", "O", "H", "H", "H", "H"], "positions_angstrom": [[-0.691, -0.186, -0.467], [-3.190, -1.850, -0.860], [-1.826, -2.275, -1.211], [-3.671, -2.662, 0.216], [-2.833, -0.524, -0.339], [-4.021, -1.876, -2.015], [0.540, -0.654, 2.347], [1.435, -1.620, 2.894], [0.019, 0.250, 3.309], [1.089, 0.015, 1.206], [-0.555, -1.248, 1.565], [0.258, 1.352, -2.829], [-0.354, 2.646, -2.835], [1.019, 1.198, -1.581], [-0.825, 0.378, -2.594], [0.929, 1.034, -4.030], [-2.911, 2.934, 1.202], [-3.259, 3.972, 1.961], [-2.292, 4.973, 2.562], [-2.572, 6.076, 2.951], [-0.923, 4.494, 2.295], [-0.538, 3.474, 1.513], [-1.521, 2.561, 0.906], [-1.307, 1.631, 0.140], [0.750, 3.107, 1.391], [-4.551, 4.260, 2.212], [-3.656, 2.246, 0.826], [-0.115, 5.146, 2.613], [1.306, 3.618, 1.991], [-4.562, 5.048, 2.778], [2.659, -4.514, -0.604], [1.782, -3.537, -0.339], [1.595, -2.374, -1.229], [0.714, -1.528, -1.123], [2.627, -2.211, -2.239], [3.675, -3.040, -2.314], [3.735, -4.371, -1.632], [4.529, -5.253, -1.826], [4.743, -2.753, -3.082], [0.915, -3.538, 0.683], [2.809, -5.376, 0.033], [2.681, -1.252, -2.736], [5.433, -3.407, -2.893], [0.929, -4.362, 1.184]], "relative_energy_kcal_mol": 35.21, "multiplicity": 6, "charge": 0, "homo_lumo_gap_ha": [0.273, 0.246], "e_homo_ev": [-10.29, -10.28]}

=====

5.
{"formula": "C12H8Cl8N2P2", "method": "ωB97M-V with the def2-TZVPD basis set", "elements": ["Cl", "Cl", "Cl", "Cl", "Cl", "Cl", "Cl", "Cl", "C", "C", "C", "C", "C", "C", "C", "C", "C", "C", "C", "C", "N", "N", "P", "P", "H", "H", "H", "H", "H", "H", "H", "H"], "positions_angstrom": [[0.294, 6.030, -1.888], [0.364, -6.231, 0.392], [2.798, -1.781, -1.214], [2.827, 0.995, -2.055], [2.269, 0.373, 1.036], [-1.732, 0.972, -2.918], [-1.196, -1.945, -2.699], [-2.493, -0.394, -0.249], [-0.810, 3.527, 1.046], [-0.260, -2.855, 2.514], [-0.553, 4.687, 0.296], [-0.131, -4.220, 2.149], [-0.519, 2.270, 0.521], [-0.212, -1.854, 1.517], [0.229, 3.258, -1.504], [0.198, -3.556, -0.153], [-0.013, 4.558, -0.970], [0.078, -4.544, 0.804], [-0.041, 2.115, -0.783], [0.104, -2.203, 0.183], [0.297, 0.870, -1.339], [0.350, -1.240, -0.800], [1.681, -0.104, -0.839], [-0.958, -0.339, -1.537], [-1.225, 3.615, 2.078], [-0.408, -2.556, 3.538], [-0.804, 5.687, 0.627], [-0.179, -4.979, 2.923], [-0.742, 1.392, 1.163], [-0.343, -0.785, 1.818], [0.708, 3.138, -2.480], [0.425, -3.900, -1.178]], "charge": 0, "homo_lumo_gap_ha": 0.326, "e_homo_ev": -9.26}

=====

6.
{"formula": "C12H8N4OsS4SbSe4", "method": "ωB97M-V with the def2-TZVPD basis set", "elements": ["Os", "S", "C", "C", "N", "C", "S", "C", "N", "C", "C", "N", "C", "C", "S", "C", "C", "S", "C", "N", "C", "H", "H", "H", "H", "H", "H", "H", "H", "Se", "Sb", "Se", "Se", "Se"], "positions_angstrom": [[0.347, 0.301, 0.583], [2.420, -0.847, 0.668], [2.553, -1.190, 2.365], [3.603, -2.101, 2.757], [4.441, -2.849, 3.006], [1.702, -0.671, 3.287], [0.369, 0.400, 2.819], [1.801, -1.011, 4.681], [1.830, -1.275, 5.801], [-0.846, -2.876, 1.370], [-0.450, -2.588, -0.036], [-0.448, -1.390, -0.561], [0.011, -1.402, -1.862], [0.363, -2.616, -2.333], [0.097, -3.792, -1.113], [0.075, -0.095, -2.482], [-0.181, 0.280, -3.754], [-0.104, 1.988, -3.859], [0.270, 2.101, -2.188], [0.344, 0.933, -1.610], [0.411, 3.410, -1.491], [-1.388, -2.023, 1.772], [0.040, -3.050, 1.983], [-1.475, -3.765, 1.421], [0.774, -2.864, -3.297], [-0.448, -0.340, -4.593], [1.298, 3.946, -1.836], [0.507, 3.232, -0.424], [-0.465, 4.040, -1.663], [-5.853, 3.495, 1.343], [-3.656, 3.766, 0.404], [-1.529, 1.597, 0.867], [-3.093, 1.600, -0.947], [-3.321, 5.656, -1.077]], "relative_energy_kcal_mol": 50.09, "charge": -1, "homo_lumo_gap_ha": [0.145, 0.145], "e_homo_ev": [-3.98, -3.98]}